No. 1
# C52H145N7O24

A cluster of 17 separate species, C52H145N7O24 in total in a non-equilibrium geometry (ωB97M-V/def2-TZVPD, the Open Molecules 2025 dataset).

HOMO level ... -8.184 eV
Relative energy (zero: lowest compared OMol25 entry of this formula, charge and spin) ... 0.0000 eV
HOMO-LUMO gap ... 8.60 eV
Electronic energy ... -4256.6810 a.u.

Geometry as XYZ:
```
228
Properties=species:S:1:pos:R:3:mulliken_charge:R:1
C 5.97 -0.17 6.21 -0.993
O 4.85 -0.33 5.43 -0.335
C 4.10 -1.51 5.73 -1.013
C 2.75 -1.43 5.03 -0.206
N 2.89 -1.99 3.66 0.494
C 1.53 -1.93 3.09 1.246
C 0.47 -2.83 3.69 -0.443
O 0.12 -2.46 5.03 -0.288
C -1.10 -3.04 5.29 -0.751
H 6.50 -1.11 6.35 0.344
H 5.76 0.43 7.16 0.215
H 6.52 0.57 5.64 0.345
H 3.88 -1.56 6.77 0.461
H 4.69 -2.35 5.35 0.430
H 2.47 -0.42 5.07 0.008
H 2.05 -2.05 5.56 0.651
H 3.43 -1.30 3.17 -0.542
H 1.51 -2.03 1.99 -0.214
H 1.19 -0.89 3.25 -0.464
H 0.88 -3.81 3.78 0.291
H -0.36 -2.85 3.01 0.053
H -1.34 -2.51 6.27 0.234
H -1.02 -4.14 5.39 0.203
H -1.87 -2.80 4.60 0.305
C 8.33 -1.36 1.98 -0.441
O 7.61 -2.42 2.63 -0.552
C 6.29 -2.50 2.17 0.244
C 6.10 -3.27 0.90 0.115
N 6.65 -2.55 -0.24 -0.095
C 6.57 -3.33 -1.48 -0.311
C 6.77 -2.45 -2.72 -0.811
O 5.65 -1.56 -2.73 0.137
C 5.33 -1.05 -3.99 -0.691
H 9.37 -1.37 2.39 0.325
H 7.88 -0.39 2.33 0.049
H 8.38 -1.45 0.92 0.232
H 5.83 -1.50 2.19 -0.146
H 5.76 -3.03 2.93 0.216
H 5.00 -3.39 0.79 -0.386
H 6.54 -4.29 0.95 0.493
H 6.05 -1.76 -0.36 -0.037
H 5.61 -3.92 -1.62 0.071
H 7.41 -4.08 -1.45 0.387
H 6.70 -3.14 -3.61 0.381
H 7.75 -1.90 -2.74 0.308
H 4.53 -0.31 -3.90 -0.321
H 4.94 -1.84 -4.66 0.431
H 6.20 -0.56 -4.43 0.455
C -2.92 2.88 0.73 -0.516
O -3.91 3.19 -0.27 0.685
C -5.21 3.11 0.22 -0.662
C -6.15 3.63 -0.84 -0.484
N -6.07 2.75 -2.03 0.178
C -7.09 3.09 -3.02 -1.383
C -6.98 4.45 -3.70 0.552
O -7.85 4.55 -4.77 -0.434
C -7.69 5.75 -5.46 -0.582
H -3.00 3.53 1.60 0.186
H -1.85 3.10 0.44 -0.037
H -2.95 1.77 0.97 -0.144
H -5.31 3.78 1.13 0.004
H -5.47 2.09 0.42 0.276
H -5.79 4.69 -0.99 -0.144
H -7.16 3.62 -0.41 0.605
H -5.12 2.90 -2.35 -0.108
H -8.07 3.01 -2.58 0.447
H -6.99 2.31 -3.73 0.400
H -5.90 4.56 -4.10 -0.148
H -7.17 5.27 -2.94 0.299
H -8.11 6.57 -4.87 0.294
H -8.18 5.64 -6.47 0.250
H -6.62 5.93 -5.68 0.198
C -2.12 -1.22 1.75 0.487
O -3.02 -0.86 0.73 -0.266
C -2.34 -0.61 -0.53 0.612
C -3.41 -0.04 -1.38 -0.355
N -2.82 0.61 -2.60 0.530
C -3.68 0.44 -3.75 -0.750
C -3.23 1.32 -4.87 -1.035
O -3.69 2.65 -4.69 0.019
C -3.33 3.53 -5.76 -0.723
H -1.56 -0.32 2.10 -0.369
H -1.39 -1.91 1.37 -0.317
H -2.75 -1.70 2.49 0.294
H -1.90 -1.60 -0.90 0.221
H -1.53 0.04 -0.43 -0.641
H -4.00 0.69 -0.78 -0.817
H -4.20 -0.72 -1.65 0.846
H -2.66 1.58 -2.37 -0.323
H -4.73 0.67 -3.56 0.296
H -3.63 -0.57 -4.01 0.641
H -3.55 0.93 -5.85 0.477
H -2.17 1.29 -4.95 0.405
H -3.66 4.49 -5.49 -0.122
H -3.85 3.23 -6.63 0.412
H -2.22 3.55 -5.89 0.297
C -0.22 1.34 5.10 -0.755
O 0.80 1.69 4.25 -0.284
C 0.31 2.51 3.19 0.927
C 0.04 3.95 3.65 -0.360
N -0.71 4.79 2.68 0.322
C -1.32 5.90 3.29 -0.724
C -2.46 6.51 2.37 0.556
O -3.71 5.79 2.40 -0.089
C -4.51 5.53 3.54 -0.965
H -0.31 1.92 5.98 0.380
H 0.01 0.28 5.47 -0.020
H -1.17 1.44 4.53 0.421
H -0.53 1.94 2.66 -1.000
H 1.16 2.53 2.45 0.062
H 0.99 4.51 3.85 0.128
H -0.55 3.88 4.60 0.322
H -1.48 4.25 2.25 -0.376
H -0.63 6.72 3.44 0.470
H -1.81 5.66 4.25 0.394
H -2.23 6.36 1.37 -0.812
H -2.74 7.56 2.72 0.338
H -5.55 5.38 3.34 0.274
H -4.45 6.41 4.25 0.343
H -4.14 4.65 4.08 0.325
C -2.76 7.16 -4.13 -1.023
O -3.59 6.26 -3.37 0.259
C -4.15 6.81 -2.26 -0.132
C -3.19 6.98 -1.08 -1.077
N -2.46 5.80 -0.62 2.073
C -1.05 5.74 -0.84 -0.715
C -0.43 5.08 -2.03 -0.533
O -0.78 3.73 -2.18 0.224
C -0.31 3.30 -3.43 -1.030
H -1.91 7.50 -3.51 0.323
H -3.33 8.06 -4.35 0.325
H -2.45 6.60 -5.02 0.232
H -4.93 6.10 -2.03 -0.534
H -4.69 7.80 -2.56 0.463
H -3.92 7.30 -0.28 0.172
H -2.45 7.77 -1.17 0.667
H -3.03 4.97 -0.71 -1.191
H -0.57 5.40 0.10 -0.030
H -0.66 6.81 -0.80 0.490
H 0.67 5.26 -1.99 0.350
H -0.71 5.55 -3.01 0.034
H 0.76 3.49 -3.66 0.734
H -0.98 3.67 -4.20 0.014
H -0.40 2.22 -3.36 0.077
C 0.86 1.10 -0.18 0.002
O 1.29 -0.21 -0.24 0.956
C 1.86 -0.61 -1.45 -0.837
C 2.51 -1.94 -1.19 0.860
N 1.54 -3.00 -0.92 0.891
C 2.07 -4.26 -0.36 0.254
C 0.94 -5.22 -0.20 -0.969
O -0.17 -4.65 0.46 -0.192
C -1.36 -5.47 0.38 -0.539
H 1.72 1.75 -0.09 0.536
H 0.21 1.17 0.72 -0.889
H 0.20 1.40 -1.02 -0.211
H 2.75 0.04 -1.76 -0.078
H 1.04 -0.76 -2.20 0.138
H 3.31 -1.84 -0.40 -0.407
H 3.11 -2.10 -2.10 -0.245
H 0.85 -2.71 -0.22 -0.596
H 2.49 -4.15 0.65 -0.087
H 2.84 -4.73 -0.99 0.052
H 1.37 -6.09 0.33 0.199
H 0.48 -5.49 -1.18 0.559
H -1.30 -6.36 1.06 0.190
H -1.47 -5.82 -0.60 0.458
H -2.15 -4.80 0.56 -0.051
C -4.43 -5.55 2.62 -0.652
O -3.37 -4.86 3.24 -0.313
H -4.62 -6.52 3.10 0.334
H -5.32 -4.91 2.65 0.179
H -4.28 -5.73 1.58 0.241
H -2.70 -5.44 3.58 0.233
C -4.74 -4.54 -1.81 -0.431
O -5.28 -4.75 -0.51 -0.459
H -5.50 -4.25 -2.55 0.269
H -3.97 -3.74 -1.86 0.036
H -4.29 -5.49 -2.10 0.301
H -5.27 -3.93 -0.06 0.295
C -6.76 -1.65 0.71 -0.766
O -5.44 -2.07 0.63 -0.249
H -7.42 -2.20 0.05 0.320
H -7.18 -1.78 1.71 0.284
H -6.91 -0.60 0.40 0.163
H -4.72 -1.41 0.62 0.305
C 3.69 2.28 -4.21 -0.234
O 2.93 3.26 -4.94 -0.566
H 4.31 2.81 -3.48 0.238
H 2.97 1.67 -3.56 -0.070
H 4.28 1.64 -4.85 0.399
H 2.15 2.85 -5.42 0.308
C 3.37 -5.70 2.92 -0.571
O 3.44 -6.61 1.88 -0.454
H 4.02 -4.86 2.57 -0.003
H 2.36 -5.44 3.11 0.265
H 3.75 -6.14 3.85 0.483
H 2.88 -7.39 2.04 0.267
C 6.05 1.30 0.08 -0.857
O 5.00 0.40 0.26 0.660
H 6.89 1.02 0.77 0.104
H 6.44 1.24 -0.97 0.148
H 5.67 2.33 0.23 0.321
H 4.86 0.44 1.20 -0.021
C 4.15 1.96 3.00 -0.398
O 5.01 0.81 2.94 -0.434
H 3.86 2.21 1.96 0.211
H 3.27 1.75 3.60 0.068
H 4.75 2.85 3.43 0.237
H 4.97 0.35 3.78 0.238
C 3.83 -6.13 -3.68 -0.842
O 3.83 -4.73 -3.65 -0.360
H 4.82 -6.52 -3.53 0.291
H 3.19 -6.53 -2.95 0.323
H 3.56 -6.50 -4.69 0.267
H 2.85 -4.55 -3.68 0.420
C 3.79 -9.89 1.51 -0.534
O 2.51 -9.44 1.93 -0.518
H 4.46 -9.93 2.38 0.250
H 3.79 -10.88 1.10 0.339
H 4.13 -9.08 0.86 0.184
H 2.04 -10.13 2.36 0.262
C 0.93 -3.12 -4.50 -0.553
O 1.19 -4.12 -3.49 -0.766
H 1.75 -2.43 -4.51 0.186
H 0.61 -3.47 -5.45 0.356
H 0.08 -2.44 -4.26 0.123
H 1.21 -3.57 -2.62 0.465
```


No. 2
# C8H9CeClO3

A structure of composition C8H9CeClO3 in a non-equilibrium geometry (ωB97M-V/def2-TZVPD, the Open Molecules 2025 dataset).

HOMO level ... -17.700 eV
Charge ... +2
Relative energy (zero: lowest compared OMol25 entry of this formula, charge and spin) ... 3.7586 eV
HOMO-LUMO gap ... 6.44 eV
Electronic energy ... -1470.4915 a.u.

Geometry as XYZ:
```
22
Properties=species:S:1:pos:R:3:mulliken_charge:R:1
Cl 2.14 1.33 1.38 -0.258
C -1.83 0.51 1.11 -0.365
C -2.11 -0.35 -0.06 -0.618
C -1.38 0.19 -1.20 -0.573
H -2.73 -1.25 -0.06 0.603
C -0.63 1.39 -0.75 0.801
C -0.93 1.56 0.69 -0.619
H -0.45 2.30 1.32 0.563
H -2.20 0.34 2.12 0.593
H -1.34 -0.21 -2.21 0.493
C 0.26 2.24 -1.55 -1.108
Ce 0.36 -0.40 0.41 0.483
C -0.15 -2.57 -0.06 0.402
C 0.92 -1.40 2.20 0.464
O -0.32 -3.70 -0.31 -0.090
O 1.39 -1.81 3.18 -0.051
H 0.77 1.64 -2.32 0.332
H 1.00 2.70 -0.91 0.361
H -0.34 3.01 -2.04 0.390
O 2.53 -1.57 -0.06 -0.557
H 2.46 -2.51 0.12 0.372
H 2.60 -1.43 -1.00 0.382
```


No. 3
# C10H9N3OS2

The molecule C10H9N3OS2 in a non-equilibrium geometry (ωB97M-V/def2-TZVPD, the Open Molecules 2025 dataset).

HOMO level ... -8.590 eV
Relative energy (zero: lowest compared OMol25 entry of this formula, charge and spin) ... 3.6218 eV
HOMO-LUMO gap ... 7.15 eV
Electronic energy ... -1422.1149 a.u.

Geometry as XYZ:
```
25
Properties=species:S:1:pos:R:3:mulliken_charge:R:1
C -1.52 -1.98 -0.59 -1.105
C -0.64 -2.40 0.68 0.222
O -1.42 -2.25 1.90 -0.522
C 0.79 -1.65 0.77 -0.857
C 0.80 -0.26 -0.03 0.586
C 1.78 -0.09 -1.25 -0.501
C 1.78 1.22 -2.05 -0.712
C 0.80 2.36 -1.63 0.478
N 0.55 3.67 -2.18 -0.563
S -0.64 4.48 -1.25 0.209
N -1.03 3.32 -0.05 -0.562
C -0.16 2.23 -0.39 0.656
C -0.14 0.88 0.41 0.060
N -1.04 0.68 1.57 -0.338
C -0.72 1.50 2.55 0.360
S -0.38 2.95 3.31 -0.142
H -2.04 -0.95 -0.47 0.204
H -0.84 -1.90 -1.51 0.287
H -2.35 -2.75 -0.77 0.369
H -0.43 -3.53 0.57 0.284
H -0.80 -2.08 2.65 0.339
H 1.12 -1.51 1.87 0.348
H 1.57 -2.38 0.32 0.284
H 2.47 -0.97 -1.50 0.282
H 2.47 1.41 -2.94 0.334
```